Entry 1:
{
  "formula": "C38H29Co2NO5P",
  "method": "ωB97M-V with the def2-TZVPD basis set",
  "species": ["O", "C", "Co", "C", "O", "C", "O", "C", "C", "C", "C", "C", "C", "C", "C", "C", "Co", "C", "O", "C", "O", "P", "C", "C", "C", "C", "C", "C", "C", "C", "C", "C", "C", "C", "C", "C", "C", "C", "C", "C", "H", "H", "H", "H", "H", "H", "H", "H", "H", "H", "H", "H", "H", "H", "H", "H", "H", "H", "H", "H", "H", "H", "C", "C", "C", "C", "C", "N", "C", "H", "H", "H", "H", "H", "H", "H"],
  "xyz": [[-4.0210, -0.7478, -0.7815], [-2.8651, -0.6552, -0.9016], [-1.1024, -0.6058, -0.9565], [-1.4077, 0.9246, -1.7710], [-1.6786, 1.9430, -2.2677], [-1.2642, -0.9607, 0.7276], [-1.5096, -1.3259, 1.8096], [0.0237, -1.9476, -1.4218], [-0.8697, -1.5325, -2.4293], [-1.3402, -1.8614, -3.6637], [-1.7230, -0.8973, -4.6741], [-2.7154, -1.2578, -5.6210], [-3.3176, -0.2844, -6.4096], [-2.9224, 1.0614, -6.2799], [-1.9260, 1.4245, -5.3599], [-1.2545, 0.4293, -4.6641], [1.2661, -0.5862, -1.7579], [1.5393, 0.8671, -2.6625], [1.6809, 1.7811, -3.3738], [2.3024, -1.7690, -2.4627], [2.9088, -2.5669, -3.0530], [2.0702, -0.2036, 0.1010], [1.7039, 1.3216, 1.0451], [2.2997, 1.6086, 2.2854], [1.9435, 2.7631, 2.9986], [1.0306, 3.6738, 2.4565], [0.5142, 3.4422, 1.1832], [0.8589, 2.2851, 0.4793], [1.7111, -1.5842, 1.2662], [1.1200, -1.4097, 2.5213], [0.8160, -2.5154, 3.3187], [1.1421, -3.8032, 2.8995], [1.6711, -3.9913, 1.6232], [1.9754, -2.8874, 0.8231], [3.9172, -0.1822, 0.1116], [4.6985, -1.0855, 0.8470], [6.0973, -1.0078, 0.8140], [6.7312, -0.0056, 0.0771], [5.9601, 0.8951, -0.6612], [4.5650, 0.8027, -0.6518], [0.2092, -2.9689, -1.1056], [-1.5222, -2.9181, -3.8753], [-2.9995, -2.3093, -5.6370], [-4.1173, -0.5834, -7.0864], [-3.4477, 1.8429, -6.8168], [-1.6657, 2.4678, -5.1499], [-0.3398, 0.6353, -4.1022], [3.0475, 0.9357, 2.7059], [2.3759, 2.9607, 3.9821], [0.7282, 4.5635, 3.0161], [-0.1629, 4.1658, 0.7280], [0.4682, 2.1451, -0.5306], [0.9099, -0.4101, 2.9015], [0.3038, -2.3561, 4.2673], [0.9555, -4.6559, 3.5501], [1.8378, -4.9919, 1.2301], [2.4208, -3.0427, -0.1627], [4.2293, -1.8608, 1.4534], [6.6877, -1.7398, 1.3670], [7.8189, 0.0612, 0.0637], [6.4467, 1.6663, -1.2550], [3.9749, 1.5061, -1.2411], [-6.1684, 0.5886, 3.7497], [-4.7610, 0.9283, 3.3246], [-3.8881, 1.5506, 4.2147], [-2.5940, 1.8645, 3.8195], [-2.2025, 1.4874, 2.5241], [-3.0587, 1.0164, 1.6135], [-4.2794, 0.6533, 2.0138], [-6.7823, 0.2330, 2.9173], [-6.2305, -0.1781, 4.5345], [-6.6780, 1.4595, 4.1813], [-4.2167, 1.7411, 5.2309], [-1.8799, 2.3606, 4.4706], [-1.1521, 1.5401, 2.2388], [-4.8974, 0.0926, 1.3007]],
  "atomic_forces_ev_per_a": [[2.6, 0.6, -0.4], [-3.2, -1.7, 0.1], [-3.0, 3.5, 1.0], [0.8, 3.8, -0.1], [0.2, -2.1, 0.9], [0.8, -0.4, 3.8], [0.0, 0.3, -2.2], [-0.3, -2.7, -1.5], [1.8, -2.5, -2.4], [0.3, 0.1, 0.0], [-1.2, -0.2, 0.0], [0.3, 0.6, 0.3], [0.5, 0.0, 0.1], [-0.3, 0.1, 0.6], [0.0, -0.4, -0.6], [0.3, -0.4, 0.1], [-0.2, 0.1, 0.1], [0.0, 1.2, -2.0], [0.1, -0.8, 1.1], [0.1, -0.5, -1.7], [-0.4, 0.7, 1.1], [0.7, -0.5, 1.0], [0.2, 0.6, 0.3], [-0.3, 0.4, 0.2], [0.0, -0.1, -0.2], [0.0, -0.2, -0.1], [0.1, 0.0, 0.0], [0.0, 0.1, 0.0], [0.2, 0.3, 0.6], [0.4, -0.3, 0.1], [0.2, 0.0, 0.0], [-0.3, 0.2, -0.1], [0.3, 0.4, -0.1], [-0.2, -0.2, 0.2], [0.3, 0.1, 0.5], [0.3, 0.2, -0.1], [-0.2, 0.2, -0.1], [-0.2, -0.2, 0.0], [-0.3, -0.1, 0.1], [0.3, -0.1, 0.1], [-0.3, 0.2, 0.5], [0.7, 0.1, -0.2], [-0.2, 0.2, -0.2], [0.2, 0.2, 0.0], [0.0, -0.1, -0.1], [0.0, -0.3, -0.4], [-0.7, 0.1, 0.0], [-0.2, 0.0, -0.1], [-0.1, -0.1, -0.3], [0.2, -0.3, -0.2], [0.2, -0.2, 0.1], [0.1, -0.1, 0.4], [-0.1, -0.3, -0.2], [0.2, -0.1, -0.1], [-0.1, 0.1, -0.2], [0.1, 0.1, 0.2], [-0.2, 0.1, 0.3], [0.1, 0.2, -0.2], [-0.1, 0.2, -0.1], [-0.2, 0.0, 0.0], [-0.1, -0.1, 0.1], [0.1, -0.2, 0.1], [-0.3, -0.1, 0.2], [0.2, -0.3, -0.7], [0.0, 0.1, -0.2], [0.1, -0.5, -0.7], [-0.4, 0.5, 0.4], [-0.1, -0.8, 0.5], [-0.2, 0.7, 1.1], [0.2, 0.1, 0.0], [0.3, 0.0, -0.2], [0.2, 0.0, -0.2], [0.0, 0.2, 0.0], [-0.1, -0.2, 0.0], [-0.3, 0.3, -0.2], [0.2, 0.5, 0.2]],
  "charge": -1,
  "max_force_ev_per_a": 4.7,
  "orbital_gap_ev": 5.451
}

Entry 2:
{
  "formula": "C38H29IN9O7ReS2",
  "method": "ωB97M-V with the def2-TZVPD basis set",
  "species": ["Re", "O", "S", "O", "O", "C", "C", "C", "C", "C", "C", "S", "O", "O", "O", "H", "H", "H", "H", "C", "N", "C", "N", "C", "N", "C", "C", "C", "C", "C", "C", "C", "N", "N", "C", "O", "C", "C", "C", "C", "C", "C", "N", "C", "N", "C", "N", "C", "H", "H", "H", "H", "H", "H", "H", "H", "H", "H", "H", "H", "H", "H", "H", "H", "I", "C", "C", "C", "C", "C", "C", "C", "C", "C", "C", "H", "H", "H", "H", "H", "H", "C", "C", "N", "H", "H", "H"],
  "xyz": [[-0.1226, -0.2118, 0.8926], [2.6392, 0.9983, -2.3761], [2.2633, 1.1072, -0.9966], [3.1112, 0.4263, -0.0412], [0.8201, 0.6895, -0.8265], [2.3037, 2.8452, -0.5556], [2.6895, 3.6911, -1.5831], [2.8546, 5.0538, -1.3649], [2.6364, 5.5796, -0.1083], [2.2333, 4.7464, 0.9275], [2.0641, 3.3866, 0.7223], [1.5159, 2.5028, 2.1819], [2.5891, 1.7481, 2.7492], [0.8330, 3.4428, 3.0152], [0.4449, 1.5951, 1.5528], [2.8731, 3.2650, -2.5583], [3.1621, 5.6925, -2.1818], [2.7671, 6.6372, 0.0762], [2.0316, 5.1513, 1.9088], [-4.3205, 2.7108, -1.6308], [-3.2370, 2.2441, -0.7587], [-2.4648, 1.1733, -0.8601], [-1.7634, 1.0367, 0.2627], [-2.1805, 2.0942, 1.0399], [-3.0766, 2.8263, 0.4491], [-5.6439, 2.4804, -0.9422], [-6.4807, 3.5257, -0.5830], [-7.6467, 3.2686, 0.1309], [-7.9680, 1.9788, 0.5187], [-7.1231, 0.9308, 0.1637], [-5.9799, 1.1871, -0.5809], [-7.3710, -0.4427, 0.5957], [-8.2715, -0.9455, 1.3624], [-7.9765, -2.3040, 1.4763], [-6.9253, -2.5064, 0.7658], [-6.4801, -1.3719, 0.1713], [-6.1386, -3.7118, 0.5159], [-6.4778, -4.9474, 1.0595], [-5.6843, -6.0485, 0.7838], [-4.5566, -5.9297, -0.0228], [-4.2213, -4.6989, -0.5679], [-3.0108, -4.5085, -1.4483], [-1.9898, -3.6835, -0.7956], [-1.8948, -2.3671, -0.6772], [-0.8699, -2.0685, 0.1149], [-0.3710, -3.2985, 0.4639], [-1.0330, -4.2856, -0.0598], [-5.0190, -3.6005, -0.2966], [-4.2375, 2.1537, -2.5639], [-4.1527, 3.7662, -1.8326], [-2.3698, 0.5791, -1.7534], [-1.7921, 2.2978, 2.0226], [-6.2227, 4.5435, -0.8477], [-8.2964, 4.0880, 0.4057], [-8.8559, 1.7743, 1.1013], [-5.3299, 0.3646, -0.8537], [-7.3544, -5.0329, 1.6872], [-5.9422, -7.0118, 1.2018], [-3.9415, -6.7982, -0.2227], [-3.2783, -4.0270, -2.3888], [-2.5212, -5.4537, -1.6673], [-2.5548, -1.6705, -1.1618], [0.4876, -3.4353, 1.0933], [-4.7821, -2.6387, -0.7328], [2.0577, -1.2744, 1.9785], [1.0198, -1.7737, 3.7168], [1.6873, -2.3238, 4.7702], [0.9723, -2.6493, 5.9408], [-0.3714, -2.4265, 6.0020], [-1.0701, -1.8571, 4.9088], [-2.4702, -1.6602, 4.9636], [-3.1348, -1.1355, 3.8956], [-2.4246, -0.7549, 2.7395], [-1.0525, -0.8873, 2.6305], [-0.3648, -1.4883, 3.7358], [2.7518, -2.5119, 4.7195], [1.4990, -3.0804, 6.7807], [-0.9303, -2.6867, 6.8919], [-3.0028, -1.9463, 5.8618], [-4.2081, -0.9992, 3.9311], [-3.0014, -0.3406, 1.9211], [3.7106, -1.8893, -3.1053], [2.6591, -2.0995, -2.1223], [1.8234, -2.2019, -1.3428], [4.6127, -1.5575, -2.5943], [3.3974, -1.1073, -3.7940], [3.9100, -2.8126, -3.6451]],
  "atomic_forces_ev_per_a": [[0.0, 1.5, -0.6], [-0.1, 0.1, 0.0], [0.3, 0.1, 0.2], [-0.2, 0.0, 0.0], [-0.5, -0.7, 0.1], [0.0, 0.0, 0.1], [0.0, 0.0, 0.0], [0.0, 0.0, 0.0], [0.0, 0.0, 0.0], [0.0, 0.0, 0.0], [0.0, 0.0, 0.0], [0.1, 0.1, -0.2], [0.0, -0.1, -0.1], [0.0, 0.0, 0.0], [-0.2, -0.7, 0.4], [0.0, 0.0, 0.0], [0.0, 0.0, 0.0], [0.0, 0.0, 0.0], [0.0, 0.0, 0.0], [0.0, 0.0, 0.0], [-0.1, -0.1, 0.1], [0.2, 0.1, -0.1], [-0.2, -0.1, 0.1], [0.0, -0.1, 0.0], [0.0, 0.0, 0.0], [0.0, 0.0, 0.0], [0.0, 0.0, 0.0], [0.0, 0.0, 0.0], [0.0, 0.0, 0.0], [0.0, 0.0, 0.0], [0.0, 0.0, 0.0], [0.0, 0.0, 0.0], [0.0, 0.0, 0.0], [0.0, 0.0, 0.0], [0.0, 0.0, 0.0], [0.0, 0.0, 0.0], [0.0, 0.0, 0.0], [0.0, 0.0, 0.0], [0.0, 0.0, 0.0], [0.0, 0.0, 0.0], [0.0, 0.0, 0.0], [0.0, 0.0, 0.0], [0.0, 0.0, 0.1], [0.0, 0.0, -0.1], [0.2, 0.0, -0.1], [0.0, 0.0, 0.0], [0.0, 0.0, 0.0], [0.0, 0.0, 0.0], [0.0, 0.0, 0.0], [0.0, 0.0, 0.0], [0.0, 0.0, 0.0], [0.0, 0.0, 0.0], [0.0, 0.0, 0.0], [0.0, 0.0, 0.0], [0.0, 0.0, 0.0], [0.0, 0.0, 0.0], [0.0, 0.0, 0.0], [0.0, 0.0, 0.0], [0.0, 0.0, 0.0], [0.0, 0.0, 0.0], [0.0, 0.0, 0.0], [0.0, 0.0, 0.0], [0.0, 0.0, 0.0], [0.0, 0.0, 0.0], [0.5, -0.1, 0.1], [-0.1, 0.0, 0.2], [0.1, 0.0, -0.1], [0.0, 0.0, 0.0], [0.0, 0.0, 0.0], [0.0, 0.0, 0.0], [0.0, 0.0, 0.0], [0.0, 0.0, 0.0], [0.0, 0.0, 0.0], [0.0, 0.0, 0.2], [0.0, 0.0, -0.1], [0.0, 0.0, 0.0], [0.0, 0.0, 0.0], [0.0, 0.0, 0.0], [0.0, 0.0, 0.0], [0.0, 0.0, 0.0], [0.0, 0.0, 0.0], [0.0, 0.0, 0.0], [0.0, 0.2, 0.0], [0.0, -0.2, 0.0], [0.0, 0.0, 0.0], [0.0, 0.0, 0.0], [0.0, 0.0, 0.0]],
  "charge": 1,
  "s2": 3.78,
  "max_force_ev_per_a": 1.6,
  "orbital_gap_ev": [8.117, 6.671],
  "spin_multiplicity": 4,
  "relative_energy_ev": 0.657
}